Entry 1:
Below is C2H5N3O2 in the gas phase at a distorted geometry, with properties calculated with ωB97M-V with the def2-TZVPD basis set.

Each line ends with the natural charge from an NBO analysis.
Cartesian coordinates (Å):
C 0.860 -0.486 0.069  0.757
C -1.439 0.501 -0.109  0.302
H 0.782 -2.502 -0.327  0.414
H -0.712 -1.777 -0.232  0.411
H 1.355 1.493 -0.216  0.485
H -1.604 1.561 -0.461  0.184
H -2.138 -1.113 0.817  0.362
N 0.286 -1.644 -0.167  -0.814
N -0.111 0.573 0.194  -0.211
N -2.273 -0.413 0.043  -0.736
O 2.061 -0.280 0.095  -0.628
O 0.498 1.860 -0.075  -0.527

ΔE to the lowest compared entry with this formula, charge and spin ... 80.3 kcal/mol
Strongest force on any atom ... 2.9 eV/Å
HOMO level ... -9.57 eV
LUMO level ... 0.758 eV
SMILES ... [H]/N=C\N(O)C(N)=O

=====

Entry 2:
Below is a molecular structure, C43H56O3PPt at a distorted geometry, with properties calculated with ωB97M-V with the def2-TZVPD basis set.

Each line ends with the Löwdin charge.
Cartesian coordinates (Å):
Pt -0.504 0.014 -0.031  0.866
O -1.400 -0.262 -2.811  0.007
C -0.378 -0.293 -3.732  -0.291
C 1.131 0.102 -2.717  -0.463
O 2.119 -0.275 -3.275  0.162
O 0.815 0.732 -1.705  -0.032
C -0.305 -1.558 -4.523  -0.042
C -1.572 -2.022 -5.041  0.035
C -1.650 -3.176 -5.759  0.004
C -0.473 -3.919 -5.999  0.075
C 0.783 -3.462 -5.520  0.022
C 0.875 -2.294 -4.818  0.032
C -0.365 0.878 -4.639  -0.079
C 0.702 1.059 -5.582  0.039
C 0.705 2.148 -6.404  -0.002
C -0.347 3.077 -6.329  0.054
C -1.410 2.900 -5.409  0.009
C -1.423 1.822 -4.572  0.037
H -1.900 -1.090 -2.799  0.113
H -2.463 -1.415 -4.916  0.144
H -2.598 -3.505 -6.164  0.138
H -0.526 -4.840 -6.569  0.142
H 1.675 -4.047 -5.707  0.139
H 1.835 -1.951 -4.466  0.116
H 1.508 0.340 -5.629  0.129
H 1.516 2.299 -7.104  0.135
H -0.351 3.935 -6.991  0.138
H -2.217 3.621 -5.373  0.134
H -2.231 1.678 -3.872  0.128
C 5.443 1.178 -0.077  -0.028
C 4.111 1.147 -0.841  -0.372
C 3.909 2.426 -1.658  -0.045
C 2.982 0.885 0.119  -0.171
C 2.514 -0.423 0.350  0.091
C 1.483 -0.775 1.285  -0.158
C 1.387 -2.295 1.500  -0.335
C 0.818 -2.803 2.822  -0.032
C 0.718 -2.990 0.304  -0.059
C 0.849 0.273 1.990  -0.159
C 1.393 1.609 1.830  -0.052
C 2.403 1.875 0.859  0.073
C 1.051 2.737 2.748  -0.353
C 2.171 2.862 3.808  -0.003
C 0.894 4.083 2.014  -0.046
C -0.077 0.040 3.156  -0.229
C 0.511 -0.107 4.410  -0.043
C -0.257 -0.243 5.555  -0.011
C -1.641 -0.230 5.464  -0.020
C -2.238 -0.105 4.222  -0.065
C -1.468 0.030 3.063  -0.293
P -2.251 0.038 1.433  1.036
C -3.381 -1.456 1.255  -0.655
C -3.444 -1.776 -0.247  -0.106
C -2.730 -2.640 1.970  -0.071
C -4.797 -1.243 1.793  -0.061
C -3.149 1.676 1.208  -0.661
C -4.125 1.993 2.342  -0.056
C -2.072 2.764 1.201  -0.102
C -3.850 1.670 -0.158  -0.080
H 6.265 1.338 -0.774  0.097
H 5.626 0.245 0.460  0.089
H 5.452 1.996 0.647  0.093
H 4.149 0.303 -1.534  0.129
H 4.156 3.320 -1.079  0.091
H 2.881 2.520 -2.016  0.074
H 4.578 2.419 -2.518  0.095
H 2.993 -1.235 -0.193  0.149
H 2.435 -2.613 1.483  0.148
H -0.222 -2.522 2.977  0.059
H 1.396 -2.447 3.673  0.089
H 0.876 -3.892 2.823  0.103
H -0.297 -2.616 0.160  0.028
H 0.656 -4.063 0.487  0.100
H 1.280 -2.842 -0.623  0.077
H 2.756 2.893 0.744  0.138
H 0.132 2.494 3.276  0.120
H 3.135 3.058 3.333  0.096
H 2.264 1.974 4.430  0.073
H 1.935 3.707 4.455  0.107
H 1.854 4.592 1.909  0.091
H 0.254 4.739 2.605  0.102
H 0.449 3.980 1.024  0.075
H 1.592 -0.131 4.487  0.129
H 0.226 -0.363 6.516  0.129
H -2.250 -0.334 6.353  0.128
H -3.318 -0.124 4.153  0.104
H -2.457 -2.073 -0.619  0.046
H -3.816 -0.936 -0.837  0.065
H -4.126 -2.617 -0.400  0.105
H -1.722 -2.829 1.598  0.049
H -3.326 -3.535 1.772  0.110
H -2.687 -2.506 3.050  0.088
H -5.343 -0.473 1.252  0.074
H -4.812 -1.011 2.858  0.082
H -5.350 -2.177 1.665  0.106
H -3.627 2.012 3.312  0.082
H -4.969 1.312 2.388  0.073
H -4.530 2.994 2.171  0.107
H -1.589 2.843 2.175  0.072
H -2.545 3.726 0.988  0.110
H -1.312 2.591 0.436  0.055
H -4.704 0.995 -0.193  0.074
H -3.151 1.408 -0.960  0.060
H -4.227 2.676 -0.359  0.103

Charge ... +3
ΔE to the lowest compared entry with this formula, charge and spin ... 10.7 kcal/mol
Strongest force on any atom ... 1.2 eV/Å
HOMO level (alpha / beta) ... -15.67 / -16.43 eV
LUMO level (alpha / beta) ... -8.079 / -12.328 eV
Spin multiplicity ... 5

=====

Among the records above, which one has the lowest ΔE to the lowest compared entry with this formula, charge and spin?
C43H56O3PPt

=====

The lowest ΔE to the lowest compared entry with this formula, charge and spin belongs to which entry?
C43H56O3PPt

=====

What is the formula in the second record?
C43H56O3PPt